# 1
2 unconnected molecules or ions with the total composition C2H2FO3S. Source: the Open Molecules 2025 dataset; level of theory: ωB97M-V/def2-TZVPD.

XYZ file:
```
9
Properties=species:S:1:pos:R:3:lowdin_charge:R:1
C 0.17200 2.83187 0.48644 0.00
C -1.16912 -0.17056 0.05093 -0.32
O 0.54376 -1.85308 1.33591 -0.39
O 1.18167 2.73953 -0.02404 0.02
O -0.13310 -2.24816 -1.00959 -0.39
F 1.45697 -0.51554 -0.52036 -0.36
S 0.04509 -1.32094 0.07273 0.49
H -0.86318 0.63297 0.70686 -0.08
H -1.23408 -0.09609 -1.09887 0.02
```

* total charge: -1
* energy relative to the best compared isomer or geometry (same formula, charge and spin): 1.4503 eV

***

# 2
A single C3H6N2OS2 molecule. Source: the Open Molecules 2025 dataset; level of theory: ωB97M-V/def2-TZVPD.

XYZ file:
```
14
Properties=species:S:1:pos:R:3:lowdin_charge:R:1
C -1.20039 -0.23029 -0.98257 -0.48
C -0.98773 1.07814 -0.23127 -0.54
C 0.77725 0.11347 1.28326 -0.36
H -0.47974 -2.12743 0.25602 -0.16
H -2.02016 -0.05067 -1.69350 0.08
H -0.33439 -0.49931 -1.55330 0.02
H -0.09345 1.97824 1.30622 0.15
H 0.56415 -0.14263 2.31284 0.12
H 3.20636 -1.02661 -0.90327 -0.14
N 0.01723 1.15622 0.72986 0.08
N 1.71235 -0.54503 0.72711 -0.34
O -1.67920 2.05063 -0.45111 0.07
S -1.69670 -1.63973 0.04783 0.74
S 2.21440 -0.11500 -0.84812 0.75
```

* total charge: 0
* structure (SMILES): O=C(CS)N/C=N\S
* energy relative to the best compared isomer or geometry (same formula, charge and spin): 1.4466 eV

***

# 3
14 unconnected molecules or ions with the total composition C5H38N2O13. Source: the Open Molecules 2025 dataset; level of theory: ωB97M-V/def2-TZVPD.

XYZ file:
```
58
Properties=species:S:1:pos:R:3:lowdin_charge:R:1
C -1.64765 -0.65863 1.91018 -0.13
C -2.03941 -0.99385 0.43446 -0.15
C -1.20459 -0.38753 -0.58760 -0.06
C -1.62296 0.05591 -1.77066 -0.06
N -0.73269 0.44806 -2.82251 -0.01
C -1.07146 1.20988 -3.80421 0.16
N -0.53148 -1.57043 2.31796 0.16
H -1.52580 0.36045 2.26796 0.11
H -2.51523 -0.71718 2.65462 0.15
H -1.97989 -2.06613 0.25412 0.10
H -3.05707 -0.69165 0.39687 0.12
H -0.12083 -0.33038 -0.37629 0.13
H -2.61913 0.27100 -2.08338 0.12
H 0.24048 -0.04841 -2.84002 0.15
H -0.31242 1.65450 -4.50910 0.15
H -2.19498 1.43632 -3.72553 0.15
H -0.12098 -2.00231 1.47848 0.09
H 0.27315 -1.08776 2.74710 0.08
H -1.00540 -2.29665 2.98576 0.22
H -0.09318 2.63871 0.18276 0.05
H -0.94190 2.94464 1.53857 0.04
O -0.02966 2.77994 1.17633 -0.09
H 1.07894 2.97265 -1.35122 0.07
H 1.18430 1.56704 -1.00251 0.01
O 0.69115 2.12718 -1.61953 -0.06
H 2.11883 -1.24738 -2.19619 0.12
H 1.42693 -2.50542 -2.57015 0.01
O 1.29626 -1.55271 -2.72872 -0.08
H 2.87741 3.14367 2.86112 0.11
H 1.49970 3.38094 2.14331 0.06
O 2.19537 2.71712 2.29115 -0.08
H 3.55155 1.93596 -0.07693 0.05
H 2.52274 1.78825 0.96540 -0.01
O 2.81510 1.38114 0.13127 -0.05
H 2.67664 -1.80564 1.73317 0.05
H 2.35330 -0.44180 0.94450 0.04
O 2.00645 -1.24985 1.38827 -0.04
H -4.84654 0.94752 4.07026 0.02
H -4.75190 2.35269 4.08216 0.05
O -4.58217 1.62409 3.51802 0.00
H 1.90863 -4.95648 -2.21664 0.08
H 0.59213 -4.27397 -2.61646 0.01
O 1.31184 -4.26475 -1.94381 -0.07
H 4.52199 2.81680 -3.64533 0.05
H 5.44942 2.55527 -2.48114 0.07
O 4.48694 2.50101 -2.72272 -0.09
H -2.90258 4.27267 2.52164 0.04
H -3.32613 2.77074 2.73538 0.00
O -2.94016 3.41771 2.12341 -0.04
H 0.32145 -3.75723 -0.53982 0.03
H -1.08723 -4.01410 -0.41474 0.07
O -0.46068 -3.34155 -0.11511 -0.07
H 2.10862 0.55740 3.47648 0.06
H 0.72254 1.22859 3.37361 0.06
O 1.15869 0.35162 3.46660 -0.07
H -0.85427 -4.13360 -4.28231 0.03
H -1.44475 -5.30582 -3.68746 0.15
O -0.82743 -4.50829 -3.44080 -0.04
```

* total charge: +2
* energy relative to the best compared isomer or geometry (same formula, charge and spin): 2.0328 eV

***

# 4
5 unconnected molecules or ions with the total composition C34H49Cl9O2. Source: the Open Molecules 2025 dataset; level of theory: ωB97M-V/def2-TZVPD.

XYZ file:
```
94
Properties=species:S:1:pos:R:3:lowdin_charge:R:1
C 3.65607 5.22791 -0.02602 0.01
C 3.13632 4.32778 0.58047 -0.09
C 2.33918 3.60329 1.53750 -0.17
C 2.85282 3.46787 2.82891 -0.01
C 2.15245 2.81068 3.82272 -0.08
C 0.90894 2.27058 3.51453 -0.57
Cl 0.04425 1.46864 4.79157 0.73
C 0.37921 2.38179 2.23537 -0.10
C 1.09943 3.04031 1.22090 -0.03
C 0.50542 3.10688 -0.15781 -0.27
O 0.74371 4.03065 -0.90158 0.12
C -0.39483 1.98455 -0.55721 -0.15
C -0.41756 1.61999 -2.01585 -0.12
C -1.07150 0.27983 -2.38008 -0.20
C -0.13711 -0.93499 -2.26545 -0.20
C 0.39455 -1.25563 -0.86099 -0.19
C 1.66526 -0.46358 -0.45482 -0.20
C 2.71984 -1.35338 0.22415 -0.19
C 3.88877 -0.45295 0.74582 -0.19
C 5.16277 -0.71117 -0.06276 -0.21
C 6.46130 -0.06995 0.48745 -0.19
C 6.63278 -0.03492 2.01505 -0.22
C 7.18707 -1.33469 2.62513 -0.20
C 6.19712 -2.50670 2.60004 -0.22
C 5.12006 -2.40629 3.69199 -0.26
C 3.90620 -3.32185 3.41073 -0.11
C -1.09660 1.41644 0.42153 -0.11
C -0.96633 1.82961 1.85116 -0.34
O -1.89317 1.69198 2.61096 0.07
H 4.21203 5.94002 -0.58481 0.02
H 3.82365 3.87709 3.07832 0.13
H 2.56076 2.74030 4.82138 0.11
H 0.57563 1.70510 -2.46386 0.13
H -1.01011 2.41075 -2.49671 0.13
H -1.34641 0.35782 -3.43812 0.11
H -2.01815 0.13267 -1.86248 0.07
H -0.73241 -1.80275 -2.57679 0.11
H 0.67829 -0.87726 -2.99345 0.11
H 0.70896 -2.30663 -0.88409 0.10
H -0.38589 -1.20355 -0.09880 0.11
H 2.07804 -0.04236 -1.37758 0.12
H 1.43644 0.31704 0.27100 0.09
H 3.07606 -2.12258 -0.46262 0.11
H 2.25182 -1.78579 1.11317 0.10
H 3.58681 0.58417 0.57331 0.10
H 4.00479 -0.63749 1.81272 0.08
H 4.99503 -0.26134 -1.04955 0.11
H 5.31177 -1.77574 -0.25293 0.09
H 7.28952 -0.67990 0.10459 0.11
H 6.61623 0.92585 0.06652 0.10
H 7.40477 0.71940 2.21469 0.10
H 5.74662 0.31491 2.54910 0.09
H 8.08835 -1.60421 2.06811 0.11
H 7.43235 -1.14799 3.67555 0.11
H 6.77260 -3.41218 2.83273 0.11
H 5.74825 -2.68301 1.62252 0.09
H 5.54774 -2.76377 4.63341 0.10
H 4.81386 -1.37165 3.86548 0.09
H 2.96804 -2.81399 3.64344 0.06
H 3.98472 -4.24325 3.98868 0.07
H 3.84566 -3.61146 2.35815 0.06
H -1.77314 0.58067 0.24848 0.01
Cl -3.63291 1.25547 -0.05593 0.77
C -5.36495 1.60483 -0.33459 -0.59
C -5.84906 1.03764 -1.64440 -0.71
Cl -5.12484 1.87897 -3.04507 0.54
H -5.50091 2.68277 -0.28817 0.07
H -5.91871 1.15342 0.48793 0.08
H -6.92628 1.15858 -1.72557 0.05
H -5.61397 -0.01572 -1.73106 0.01
Cl -7.66714 -1.55284 -1.91943 0.60
C -7.77478 -2.48514 -3.43886 -0.63
C -7.18888 -3.86508 -3.29686 -0.73
Cl -5.41668 -3.81559 -3.08470 0.53
H -7.27393 -1.91424 -4.21725 0.07
H -8.83154 -2.55815 -3.69163 0.07
H -7.38564 -4.44241 -4.19804 0.05
H -7.61994 -4.39874 -2.44890 -0.04
Cl 2.01002 7.19161 -0.52127 0.66
C 0.35999 7.27983 0.14088 -0.62
C -0.40431 8.47609 -0.36468 -0.66
Cl 0.24868 10.01243 0.26387 0.53
H 0.43651 7.28604 1.22587 0.08
H -0.14474 6.36429 -0.16522 0.06
H -1.44018 8.41395 -0.03438 0.07
H -0.38988 8.52541 -1.45035 0.07
Cl -9.21278 -5.97338 -1.98150 0.61
C -9.12750 -7.66319 -2.55674 -0.63
C -7.71348 -8.17761 -2.62768 -0.65
Cl -6.76791 -7.38170 -3.91003 0.57
H -9.61871 -7.71080 -3.52514 0.07
H -9.69903 -8.26330 -1.85061 0.07
H -7.72601 -9.24176 -2.85746 0.07
H -7.18961 -8.03325 -1.68600 0.07
```

* total charge: 0
* structure (SMILES): C#Cc1ccc(Cl)c2c1C(=O)C(CCCCCCCCCCCCCC)=CC2=O.ClCCCl.ClCCCl.ClCCCl.ClCCCl

***

| no. | largest force on an atom (eV Å⁻¹) | HOMO (eV) | gap between HOMO and LUMO (eV) |
| --- | --- | --- | --- |
| 1 | 2.13 | -3.9 | 7.72 |
| 2 | 0.72 | -9.3 | 9.80 |
| 3 | 4.21 | -15.6 | 9.52 |
| 4 | 2.02 | -8.7 | 7.91 |